Density functional theory data (ωB97M-V/def2-TZVPD) for a 2-piece molecular cluster, C7H7BOS overall in a non-equilibrium geometry.

The geometry in ORCA input format:
```
! RIJCOSX wB97M-V def2-TZVPD def2/J DEFGRID3
* xyz 0 1
B -0.265 0.278 2.427
C 0.511 -1.457 -0.949
C 0.394 -0.319 -1.744
C 0.346 -1.415 0.425
C -0.002 0.937 -1.261
C -0.029 -0.156 0.944
C -0.133 1.001 0.161
C -0.565 2.242 0.859
O 1.222 -2.204 3.716
S -0.833 1.891 2.628
H 0.512 -2.335 -1.453
H 0.319 -0.433 -2.874
H 0.310 -2.341 0.951
H -0.259 1.849 -1.733
H 0.445 2.858 0.785
H -1.342 2.926 0.530
H 2.005 -2.043 3.324
*
```

Output
**LUMO level (spin up / spin down)**: -2.0 / -2.0 eV
**M**: 150.0 g/mol
**Frontier orbital gap (spin up / spin down)**: 6.1 / 6.1 eV
**HOMO level (spin up / spin down)**: -8.130 / -8.129 eV

How is the electron density shared among the atoms? According to Mulliken, the charges in e are: 0.415, -0.424, -0.434, -0.652, -0.721, 0.236, 0.323, -0.487, -0.720, -0.149, 0.453, 0.267, 0.514, 0.458, 0.286, 0.424, 0.210

Density functional theory data (ωB97M-V/def2-TZVPD) for C7H7ClN2S in the gas phase in a non-equilibrium geometry.

The geometry in ORCA input format:
```
! RIJCOSX wB97M-V def2-TZVPD def2/J DEFGRID3
* xyz 0 1
C 2.965 -0.315 0.242
C 0.383 0.451 -0.298
C -0.119 -0.719 -0.784
C -1.495 -0.964 -0.635
C -2.348 0.017 -0.004
C -1.795 1.128 0.676
C -0.481 1.319 0.422
H 1.419 -0.293 1.743
H 3.010 -1.136 2.084
H 4.702 -0.594 -0.755
H 0.547 -1.415 -1.340
H -1.932 -1.763 -1.185
H -2.408 1.721 1.244
H 0.018 2.282 0.743
N 2.241 -0.788 1.393
N 4.211 -0.681 0.179
S 2.095 0.785 -0.795
Cl -3.923 -0.387 0.086
*
```

Output
**LUMO level**: 0.4 eV
**SMILES**: [H]/N=C(/N)Sc1ccc(Cl)cc1
**M**: 186.7 g/mol
**Frontier orbital gap**: 9.3 eV
**HOMO level**: -8.918 eV

How is the electron density shared among the atoms? According to Mulliken, the charges in e are: 0.579, -0.618, 0.056, -0.765, 0.565, -0.628, 0.112, 0.201, 0.295, 0.234, 0.341, 0.359, 0.515, 0.283, -0.461, -0.738, -0.134, -0.196

| no. | total energy (Eh) |
| --- | --- |
| 1 | -769.0273 |
| 2 | -1238.7987 |